Entry 1:
Density functional theory data (the ωB97M-V functional and the def2-TZVPD basis) for a structure of composition C40H44BFeN6OPSb2.

Each line ends with the Mulliken charge.
Element x y z (Å)
Fe: 0.899 -0.519 -0.925  0.637
C: 4.509 1.642 -2.392  -1.272
C: 3.796 0.481 -2.075  -0.610
N: 2.609 0.779 -1.559  0.758
N: 2.530 2.131 -1.526  -0.439
C: 3.656 2.665 -2.029  -0.323
B: 1.251 2.926 -1.124  0.245
N: 0.976 2.876 0.391  0.785
C: 0.214 3.816 1.030  -0.044
C: -0.442 3.725 2.207  -1.606
C: -0.660 1.170 2.617  -0.487
N: 0.234 0.848 1.551  0.998
N: 0.066 2.327 -1.956  0.207
C: -0.780 3.006 -2.743  -0.234
C: -1.672 2.115 -3.309  -1.335
C: -1.275 0.877 -2.802  -0.747
N: -0.220 1.011 -1.997  0.879
H: 5.490 1.724 -2.824  0.453
H: 4.085 -0.552 -2.193  0.423
H: 3.767 3.734 -2.097  0.447
H: 1.381 4.067 -1.490  -0.239
H: 0.128 4.751 0.484  0.524
H: -0.914 4.636 2.550  0.299
H: -0.811 0.385 3.358  0.259
H: -0.689 4.075 -2.843  0.470
H: -2.477 2.327 -3.990  0.480
H: -1.686 -0.103 -2.992  0.496
O: -0.919 -1.279 0.344  -0.725
C: -1.673 -0.385 0.693  0.252
C: -3.109 -0.382 0.444  -0.142
C: -3.943 -1.495 0.367  -0.441
C: -5.284 -1.295 0.110  -0.688
C: -5.775 -0.002 -0.081  -0.660
C: -4.937 1.099 -0.027  -0.828
C: -3.581 0.910 0.232  0.470
P: -2.271 2.191 0.284  0.302
C: -1.175 0.957 1.208  -0.203
C: -0.533 2.572 3.203  0.945
C: 0.678 2.615 4.099  -1.246
C: 1.947 2.379 3.608  -0.887
C: 2.267 2.025 2.316  -1.639
C: 1.345 1.718 1.160  0.404
C: -3.277 3.323 1.329  0.616
C: -3.726 4.444 0.636  -0.456
C: -4.580 5.360 1.242  -0.688
C: -4.979 5.170 2.555  -0.513
C: -4.542 4.047 3.250  -0.774
C: -3.707 3.127 2.639  -0.164
H: -3.532 -2.485 0.518  0.553
H: -5.961 -2.138 0.060  0.422
H: -6.831 0.143 -0.271  0.434
H: -5.336 2.095 -0.175  0.499
H: -1.407 2.746 3.829  0.730
H: 0.556 2.944 5.123  0.426
H: 2.778 2.506 4.294  0.451
H: 3.318 1.953 2.063  0.639
H: 1.948 1.105 0.498  -0.166
H: -3.391 4.606 -0.382  0.353
H: -4.920 6.226 0.689  0.408
H: -5.632 5.887 3.037  0.384
H: -4.866 3.882 4.270  0.412
H: -3.425 2.230 3.175  0.444
C: 2.072 -2.660 2.728  -1.457
Sb: 2.523 -1.856 0.791  0.614
C: 4.322 -0.847 1.418  -1.324
C: 3.537 -3.622 0.002  -1.453
C: 2.597 -4.762 -0.239  0.788
C: 2.309 -5.617 0.828  -0.568
C: 1.438 -6.685 0.701  -0.782
C: 0.836 -6.927 -0.525  -0.710
C: 1.120 -6.097 -1.595  -0.686
C: 1.987 -5.008 -1.481  0.679
C: 2.202 -4.149 -2.692  -1.495
Sb: 0.879 -2.421 -2.707  0.493
C: -0.913 -3.561 -3.004  -1.315
C: 1.212 -1.906 -4.767  -1.350
H: 1.832 -1.826 3.388  0.397
H: 2.932 -3.197 3.126  0.429
H: 1.214 -3.328 2.674  0.385
H: 5.149 -1.554 1.492  0.538
H: 4.149 -0.405 2.399  0.380
H: 4.583 -0.059 0.712  0.282
H: 4.285 -3.899 0.746  0.675
H: 4.063 -3.314 -0.902  0.458
H: 2.795 -5.438 1.781  0.346
H: 1.239 -7.327 1.549  0.415
H: 0.159 -7.763 -0.650  0.402
H: 0.662 -6.295 -2.558  0.372
H: 1.960 -4.714 -3.593  0.689
H: 3.228 -3.792 -2.790  0.601
H: -0.850 -4.153 -3.917  0.391
H: -1.770 -2.891 -3.065  0.348
H: -1.052 -4.223 -2.150  0.345
H: 1.136 -2.789 -5.401  0.384
H: 2.202 -1.464 -4.878  0.380
H: 0.472 -1.169 -5.081  0.403

ΔE to the lowest compared entry with this formula, charge and spin (eV): 0.000
Spin multiplicity: 5
Highest occupied orbital energy (spin up / spin down) (eV): -6.830 / -6.242
LUMO (spin up / spin down) (Ha): 0.005 / -0.008
Orbital gap (spin up / spin down) (Eh): 0.256 / 0.222
Calculated total energy (eV): -110607.8238

---

Entry 2:
Density functional theory data (the ωB97M-V functional and the def2-TZVPD basis) for a structure of composition C40H44N8O3S2Si2Zn in a non-equilibrium geometry.

Each line ends with the Mulliken charge.
Element x y z (Å)
Zn: 2.709 -0.215 0.719  0.770
N: 5.719 -9.919 -0.431  -0.551
C: 5.233 -8.898 -0.346  -0.070
C: 4.704 -7.526 -0.253  0.655
C: 4.307 -7.144 1.036  -0.672
C: 3.853 -5.841 1.223  -0.097
C: 3.860 -4.943 0.139  -0.673
C: 4.148 -5.322 -1.195  -0.335
C: 4.511 -6.672 -1.302  -0.562
C: 3.490 -3.532 0.401  0.241
C: 4.592 -2.709 0.745  0.299
C: 5.972 -3.065 0.857  -0.333
C: 6.641 -1.847 1.016  -1.143
C: 5.661 -0.817 1.081  -0.229
N: 4.465 -1.343 0.920  0.312
C: 2.134 -3.169 0.106  0.078
C: 1.071 -3.956 -0.269  -0.382
C: -0.117 -3.164 -0.188  -1.414
C: 0.349 -1.962 0.194  -0.058
N: 1.647 -1.970 0.422  -0.061
H: 4.513 -7.770 1.901  0.366
H: 3.647 -5.501 2.230  0.444
H: 4.075 -4.730 -2.056  0.609
H: 4.806 -6.998 -2.308  0.335
H: 6.329 -4.080 0.787  0.532
H: 7.728 -1.761 1.177  0.361
H: 5.894 0.270 1.166  0.391
H: 1.163 -4.973 -0.495  0.645
H: -1.092 -3.388 -0.526  0.494
H: -0.249 -1.066 0.437  0.435
C: 3.023 1.932 3.840  -1.425
Si: 2.595 1.746 2.014  -0.009
C: 1.067 2.762 1.554  -0.921
C: 3.926 2.755 1.103  0.364
C: 4.557 3.884 1.689  -0.619
C: 5.324 4.701 0.939  -0.353
C: 5.358 4.646 -0.428  -0.681
C: 4.708 3.588 -1.056  -0.439
C: 4.067 2.597 -0.328  -0.012
Si: 3.074 1.220 -1.274  0.206
C: 4.249 0.418 -2.620  -1.245
C: 1.707 2.040 -2.319  -0.934
H: 2.801 2.900 4.229  0.413
H: 4.027 1.527 3.936  0.315
H: 2.432 1.333 4.479  0.424
H: 1.193 3.811 2.006  0.283
H: 0.152 2.283 1.971  0.274
H: 1.017 2.875 0.450  0.078
H: 4.455 4.028 2.795  0.193
H: 5.895 5.504 1.417  0.306
H: 5.841 5.462 -0.984  0.308
H: 4.842 3.488 -2.126  0.305
H: 4.979 1.131 -3.024  0.402
H: 3.747 -0.156 -3.428  0.256
H: 4.864 -0.325 -2.060  0.174
H: 2.024 2.864 -3.012  0.379
H: 1.034 2.630 -1.642  0.107
H: 1.109 1.334 -2.879  0.345
O: -7.114 2.146 0.125  -0.534
S: -8.196 2.358 -0.836  1.087
O: -8.776 3.662 -0.877  -0.704
O: -9.181 1.257 -0.900  -0.746
C: -7.335 2.319 -2.386  0.036
N: -7.927 2.832 -3.412  -0.496
C: -7.223 2.713 -4.539  -0.438
C: -5.933 2.213 -4.572  -0.467
C: -5.375 1.795 -3.380  -0.290
N: -6.051 1.879 -2.244  0.012
C: -4.073 1.253 -3.233  1.110
C: -3.008 1.942 -2.698  -0.438
C: -1.780 1.369 -2.479  -0.202
N: -1.605 0.054 -2.588  -0.285
C: -2.578 -0.682 -3.120  -0.633
C: -3.822 -0.100 -3.497  -0.352
H: -7.739 3.000 -5.445  0.412
H: -5.356 2.283 -5.475  0.473
H: -3.215 2.957 -2.460  0.470
H: -0.963 2.017 -2.186  0.266
H: -2.382 -1.735 -3.128  0.416
H: -4.557 -0.816 -3.905  0.360
C: -3.973 1.645 0.592  -0.297
C: -4.506 0.254 0.379  -0.648
N: -4.073 -0.684 1.453  0.095
C: -4.395 -0.529 2.746  0.332
S: -3.638 -1.434 3.945  -0.502
N: -5.358 0.381 3.064  -0.102
C: -5.590 0.900 4.407  -0.730
C: -4.609 2.016 4.822  -0.974
H: -4.498 2.298 -0.067  0.076
H: -2.869 1.592 0.311  -0.054
H: -3.940 2.013 1.586  0.461
H: -4.157 -0.263 -0.531  0.280
H: -5.572 0.266 0.286  0.165
H: -3.444 -1.416 1.194  0.165
H: -5.805 0.960 2.342  0.171
H: -5.399 0.078 5.088  0.346
H: -6.619 1.249 4.426  0.375
H: -3.585 1.733 4.972  0.266
H: -5.034 2.473 5.752  0.369
H: -4.579 2.786 4.040  0.273

Highest occupied orbital energy (spin up / spin down) (eV): -1.739 / -1.738
LUMO (spin up / spin down) (Ha): 0.108 / 0.108
Orbital gap (spin up / spin down) (Eh): 0.172 / 0.172
Calculated total energy (eV): -146102.7951
Total charge: -2